Formula: C45H61AuBBr2N5O3
Source: the OMol25 dataset
Level of theory: ωB97M-V/def2-TZVPD

HOMO (alpha / beta)	-13.15 / -13.38	eV
multiplicity	3
electronic energy	-205690.897	eV
gap between HOMO and LUMO (alpha / beta)	8.2 / 6.1	eV
total charge	+2

XYZ file:
```
118
C45H61AuBBr2N5O3, DFT ωB97M-V/def2-TZVPD
Au 0.208 -0.520 0.238
Br -3.478 -0.110 6.373
C -2.370 -0.319 4.880
C -1.055 0.111 4.909
C -0.309 -0.020 3.753
N -0.764 -0.572 2.630
C -2.006 -1.067 2.644
C -2.856 -0.919 3.731
C -2.439 -1.842 1.456
C -3.442 -2.794 1.565
C -3.803 -3.517 0.441
Br -5.149 -4.812 0.550
C -3.150 -3.281 -0.757
C -2.150 -2.330 -0.772
N -1.795 -1.620 0.305
H -0.627 0.553 5.797
H 0.706 0.343 3.743
H -3.882 -1.253 3.687
H -3.923 -2.992 2.511
H -3.406 -3.834 -1.649
H -1.591 -2.126 -1.670
O 1.535 0.391 -2.821
C 0.905 -0.673 -2.854
O 0.342 -1.287 -1.912
C 0.798 -1.366 -4.237
N 1.549 -0.463 -5.184
C 0.585 0.065 -6.210
C -0.767 -0.082 -5.531
C -0.628 -1.412 -4.787
H 1.274 -2.342 -4.173
H 2.368 -0.898 -5.601
H 1.863 0.281 -4.507
H 0.652 -0.565 -7.095
H 0.859 1.083 -6.475
H -1.579 -0.083 -6.255
H -0.933 0.739 -4.832
H -0.740 -2.246 -5.481
H -1.351 -1.538 -3.986
C -0.341 2.964 -1.981
C -1.647 2.260 -2.252
O -2.004 1.453 -1.134
C -3.353 0.994 -1.178
C -4.012 1.226 0.165
H -0.068 3.575 -2.843
H 0.459 2.247 -1.801
H -0.439 3.615 -1.117
H -1.570 1.630 -3.149
H -2.438 2.995 -2.436
H -3.365 -0.068 -1.445
H -3.902 1.529 -1.958
H -3.458 0.724 0.959
H -5.036 0.851 0.156
H -4.036 2.291 0.395
C 0.929 -3.650 2.258
C 2.452 -3.502 2.318
C 2.882 -2.333 3.195
C 3.028 -3.523 0.910
C 3.185 -4.791 0.352
C 3.761 -4.981 -0.888
C 4.219 -3.885 -1.597
C 4.072 -2.596 -1.102
C 4.625 -1.444 -1.925
C 4.135 -1.476 -3.373
C 6.157 -1.434 -1.888
C 3.448 -2.430 0.146
N 3.317 -1.054 0.601
B 2.204 -0.081 0.458
N 2.892 1.232 0.706
C 4.147 0.974 1.080
C 4.406 -0.404 1.009
C 2.564 2.620 0.416
C 3.308 3.250 -0.596
C 3.117 4.614 -0.785
C 2.226 5.332 -0.009
C 1.491 4.684 0.964
C 1.640 3.322 1.195
C 0.878 2.690 2.337
C 1.460 3.171 3.671
C -0.624 2.961 2.260
C 4.303 2.544 -1.503
C 3.932 2.728 -2.977
C 5.735 3.030 -1.251
H 0.498 -3.653 3.261
H 0.648 -4.580 1.762
H 0.490 -2.824 1.696
H 2.846 -4.403 2.795
H 2.374 -1.414 2.913
H 3.959 -2.168 3.143
H 2.632 -2.545 4.235
H 2.873 -5.650 0.934
H 3.877 -5.979 -1.288
H 4.713 -4.038 -2.548
H 4.276 -0.498 -1.506
H 4.509 -2.350 -3.907
H 4.486 -0.588 -3.903
H 3.045 -1.493 -3.402
H 6.560 -2.327 -2.368
H 6.541 -1.411 -0.867
H 6.546 -0.563 -2.417
H 4.836 1.758 1.357
H 5.334 -0.911 1.227
H 3.682 5.124 -1.553
H 2.116 6.398 -0.156
H 0.799 5.251 1.573
H 1.023 1.612 2.259
H 1.335 4.249 3.774
H 2.528 2.953 3.745
H 0.951 2.699 4.511
H -0.834 4.031 2.303
H -1.137 2.502 3.108
H -1.054 2.565 1.343
H 4.276 1.471 -1.302
H 3.974 3.778 -3.265
H 2.925 2.355 -3.171
H 4.640 2.186 -3.607
H 5.854 4.067 -1.566
H 6.445 2.427 -1.819
H 6.011 2.976 -0.196
```

---

Formula: C7H5BrClNO
Source: the OMol25 dataset
Level of theory: ωB97M-V/def2-TZVPD

HOMO (alpha / beta)	-6.53 / -9.20	eV
multiplicity	3
electronic energy	-93433.679	eV
gap between HOMO and LUMO (alpha / beta)	6.4 / 5.8	eV

XYZ file:
```
16
C7H5BrClNO, DFT ωB97M-V/def2-TZVPD
C 0.022 -1.111 -0.956
C -0.687 -2.085 -1.035
C -1.445 0.708 -0.647
C -2.567 -0.036 -0.567
C -2.876 -1.509 -0.593
C 0.459 0.239 -0.984
C 1.117 0.731 0.327
N -1.972 -2.504 -0.820
O -4.051 -1.818 -0.340
Cl 0.983 1.037 -2.405
Br -4.115 0.888 0.158
H -1.505 1.754 -0.718
H 1.742 -0.043 0.714
H 0.317 0.712 1.102
H 1.725 1.643 0.083
H -2.133 -3.525 -0.789
```

---

Formula: C2ClN3OS
Source: the OMol25 dataset
Level of theory: ωB97M-V/def2-TZVPD

HOMO	-9.92	eV
SMILES string	S=c1nnnc(Cl)o1
energy relative to the best compared isomer or geometry (same formula, charge and spin)	0.1217	eV
electronic energy	-31945.947	eV
gap between HOMO and LUMO	7.8	eV

XYZ file:
```
8
C2ClN3OS, DFT ωB97M-V/def2-TZVPD
C 0.467 0.019 1.005
C -0.592 -0.005 -1.080
N -0.544 -0.426 1.569
N -1.756 -0.558 0.833
N -1.735 -0.488 -0.458
O 0.480 0.433 -0.273
S -0.476 0.185 -2.698
Cl 1.927 0.223 1.894
```

---

Formula: C7H2Cl2F2N2
Source: the OMol25 dataset
Level of theory: ωB97M-V/def2-TZVPD

HOMO (alpha / beta)	-9.15 / -9.16	eV
electronic energy	-40747.462	eV
gap between HOMO and LUMO (alpha / beta)	8.3 / 8.3	eV

XYZ file:
```
15
C7H2Cl2F2N2, DFT ωB97M-V/def2-TZVPD
C -1.364 -1.243 -3.950
C -1.021 0.726 0.444
C 1.098 -0.397 0.201
C 0.307 0.564 0.828
C -1.552 -0.065 -0.580
C -0.651 -0.954 -1.115
C -0.962 -2.299 -3.124
N -1.710 -0.333 -4.561
N 0.566 -1.113 -0.771
F 0.248 -2.829 -3.244
F -1.853 -3.215 -2.751
Cl 0.975 1.560 2.060
Cl -3.175 0.092 -1.090
H -1.638 1.472 0.919
H 2.131 -0.580 0.452
```

---

Formula: C3H2FNO2
Source: the OMol25 dataset
Level of theory: ωB97M-V/def2-TZVPD

HOMO	-9.53	eV
SMILES string	Oc1cnoc1F
energy relative to the best compared isomer or geometry (same formula, charge and spin)	2.1866	eV
electronic energy	-11442.938	eV
gap between HOMO and LUMO	9.8	eV

XYZ file:
```
9
C3H2FNO2, DFT ωB97M-V/def2-TZVPD
C 0.261 0.741 -0.072
C -1.127 1.016 0.066
C 0.338 -0.593 -0.041
H 2.187 1.150 0.341
H -1.771 1.938 0.023
N -1.903 -0.112 0.026
O 1.300 1.593 -0.039
O -0.887 -1.140 -0.033
F 1.419 -1.435 0.035
```

---

Formula: C6H5Br3N2
Source: the OMol25 dataset
Level of theory: ωB97M-V/def2-TZVPD

HOMO	-9.69	eV
energy relative to the best compared isomer or geometry (same formula, charge and spin)	0.0000	eV
electronic energy	-219406.722	eV
gap between HOMO and LUMO	9.4	eV

XYZ file:
```
16
C6H5Br3N2, DFT ωB97M-V/def2-TZVPD
C -0.689 -1.739 2.612
C 1.133 -0.252 1.606
C 1.200 0.987 0.722
C 0.546 0.165 2.952
C -0.267 -0.557 2.007
C -0.204 2.664 -0.325
N -1.063 -2.448 3.410
N 0.153 1.646 0.589
Br 2.375 -1.746 1.281
Br 2.852 1.540 -0.106
Br -1.773 -0.421 0.773
H 0.977 -0.170 3.782
H 0.236 1.230 2.943
H 0.430 2.872 -1.120
H -1.305 2.422 -0.625
H -0.208 3.703 0.180
```

---

Formula: C6H10O
Source: the OMol25 dataset
Level of theory: ωB97M-V/def2-TZVPD

HOMO	-9.43	eV
SMILES string	CO[C@@H]1[C@@H]2CC[C@@H]21
energy relative to the best compared isomer or geometry (same formula, charge and spin)	1.8258	eV
electronic energy	-8429.415	eV
gap between HOMO and LUMO	10.6	eV

XYZ file:
```
17
C6H10O, DFT ωB97M-V/def2-TZVPD
C 2.177 0.392 0.530
O 1.076 -0.331 1.039
C 0.406 -1.016 0.029
C -1.080 -1.104 0.002
C -1.749 0.161 0.532
C -0.917 1.013 -0.460
C -0.317 -0.271 -1.043
H 3.042 -0.261 0.327
H 2.457 1.138 1.281
H 1.901 0.905 -0.403
H 0.911 -1.924 -0.314
H -1.579 -2.063 -0.116
H -2.811 0.182 0.271
H -1.637 0.373 1.599
H -1.531 1.568 -1.174
H -0.199 1.702 0.000
H -0.151 -0.463 -2.099
```

---

Formula: C5H11NS2
Source: the OMol25 dataset
Level of theory: ωB97M-V/def2-TZVPD

HOMO	-8.28	eV
energy relative to the best compared isomer or geometry (same formula, charge and spin)	5.2622	eV
electronic energy	-28518.748	eV
gap between HOMO and LUMO	8.1	eV

XYZ file:
```
19
C5H11NS2, DFT ωB97M-V/def2-TZVPD
C -4.275 -0.017 0.631
C -1.777 -0.011 0.255
C -0.659 -0.477 -0.743
C 0.740 0.049 -0.499
C 3.261 -0.414 0.613
H -4.105 -0.603 1.556
H -5.160 0.086 -0.060
H -3.941 1.135 0.983
H -3.232 0.083 -1.182
H -1.659 -0.840 1.093
H -1.594 1.045 0.513
H -1.222 -0.300 -1.860
H -0.692 -1.694 -0.512
H 3.594 0.931 0.233
H 4.178 -1.168 0.596
H 2.882 -0.199 1.812
N -3.087 -0.369 -0.333
S 1.216 1.627 -0.094
S 1.835 -1.044 -0.055
```

---

Formula: C5H11OP
Source: the OMol25 dataset
Level of theory: ωB97M-V/def2-TZVPD

HOMO	-8.58	eV
energy relative to the best compared isomer or geometry (same formula, charge and spin)	1.1491	eV
electronic energy	-16698.515	eV
gap between HOMO and LUMO	9.6	eV

XYZ file:
```
18
C5H11OP, DFT ωB97M-V/def2-TZVPD
C -2.146 0.553 -0.425
C -1.496 0.539 0.967
C -0.844 0.328 -1.211
C 2.680 -0.346 -0.104
C 1.369 -0.218 0.719
O 3.841 0.334 0.360
P 0.113 1.107 0.198
H -2.930 -0.188 -0.585
H -2.557 1.541 -0.645
H -1.929 1.208 1.709
H -1.432 -0.469 1.380
H -0.613 -0.731 -1.335
H -0.775 0.828 -2.176
H 2.519 0.027 -1.117
H 4.071 -0.009 1.230
H 2.909 -1.422 -0.173
H 1.608 -0.006 1.766
H 0.850 -1.183 0.687
```

---

Formula: C5H15N2
Source: the OMol25 dataset
Level of theory: ωB97M-V/def2-TZVPD

HOMO	-12.67	eV
energy relative to the best compared isomer or geometry (same formula, charge and spin)	0.8206	eV
electronic energy	-8401.856	eV
gap between HOMO and LUMO	9.7	eV
total charge	+1

XYZ file:
```
22
C5H15N2, DFT ωB97M-V/def2-TZVPD
C -1.502 -0.751 -1.909
C -0.940 0.596 -1.503
C -1.671 1.688 -1.312
N 0.484 0.627 -1.328
H -1.450 -1.416 -1.033
H -0.838 -1.230 -2.631
H -2.515 -0.663 -2.279
H -1.247 2.647 -1.046
H -2.744 1.615 -1.408
H 0.961 -0.057 -1.905
H 0.871 1.537 -1.537
C 1.753 0.564 1.810
N 0.566 -0.187 1.316
C 0.513 -1.620 1.719
H 1.833 1.490 1.238
H 1.607 0.833 2.850
H 2.626 -0.030 1.552
H 0.424 -0.027 0.253
H -0.262 0.246 1.731
H 1.430 -2.075 1.354
H -0.377 -2.048 1.269
H 0.476 -1.739 2.799
```

---

Formula: C52H55FN8O5
Source: the OMol25 dataset
Level of theory: ωB97M-V/def2-TZVPD

HOMO	-9.08	eV
SMILES string	CCC(=O)OCCC1=C(CCCF)C(=O)OC1=O.c1ccncc1.c1ccncc1.c1ccncc1.c1ccncc1.c1ccncc1.c1ccncc1.c1ccncc1.c1ccncc1
electronic energy	-79690.586	eV
gap between HOMO and LUMO	8.9	eV

XYZ file:
```
121
C52H55FN8O5, DFT ωB97M-V/def2-TZVPD
C -2.181 -0.993 -1.454
C -1.538 -1.513 -2.771
C -0.384 -2.483 -2.529
O -0.422 -3.235 -1.623
O 0.616 -2.421 -3.445
C 1.873 -2.854 -2.936
C 2.942 -1.837 -3.424
C 2.487 -0.474 -2.948
C 2.547 0.020 -1.723
C 3.087 -0.536 -0.441
C 2.109 -1.461 0.336
C 2.135 -1.267 1.869
F 3.234 -0.547 2.314
C 1.946 1.413 -1.868
O 1.748 2.130 -0.994
O 1.700 1.702 -3.181
C 1.879 0.529 -3.895
O 1.623 0.404 -5.000
H -1.727 -1.396 -0.543
H -3.254 -1.214 -1.464
H -2.101 0.104 -1.440
H -2.312 -2.052 -3.337
H -1.202 -0.671 -3.392
H 1.931 -2.867 -1.845
H 2.135 -3.855 -3.305
H 2.939 -1.853 -4.522
H 3.939 -2.105 -3.057
H 3.970 -1.137 -0.702
H 3.467 0.306 0.149
H 1.074 -1.415 -0.029
H 2.428 -2.495 0.140
H 2.178 -2.249 2.358
H 1.212 -0.768 2.191
N 0.582 2.771 3.193
C -0.408 3.531 3.666
C -1.152 4.401 2.886
C -0.851 4.493 1.536
C 0.174 3.715 1.022
C 0.856 2.873 1.889
H -0.605 3.427 4.729
H -1.946 4.991 3.324
H -1.410 5.161 0.892
H 0.438 3.756 -0.023
H 1.662 2.244 1.532
N 3.061 -0.534 7.797
C 2.070 0.227 8.267
C 1.327 1.096 7.483
C 1.632 1.185 6.134
C 2.657 0.406 5.625
C 3.336 -0.433 6.495
H 1.870 0.126 9.329
H 0.532 1.688 7.918
H 1.078 1.852 5.485
H 2.925 0.448 4.578
H 4.144 -1.065 6.141
N -3.521 -1.143 2.845
C -2.644 -0.137 2.818
C -2.957 1.147 2.401
C -4.253 1.402 1.984
C -5.180 0.373 2.004
C -4.765 -0.875 2.444
H -1.641 -0.385 3.151
H -2.207 1.925 2.403
H -4.538 2.393 1.649
H -6.202 0.533 1.688
H -5.454 -1.711 2.483
N -0.320 3.662 9.703
C 0.559 4.665 9.673
C 0.252 5.948 9.248
C -1.042 6.207 8.826
C -1.971 5.180 8.846
C -1.561 3.933 9.293
H 1.560 4.415 10.010
H 1.006 6.723 9.248
H -1.322 7.196 8.485
H -2.991 5.340 8.524
H -2.254 3.099 9.330
N -4.912 -3.788 -0.228
C -4.521 -4.098 1.011
C -5.153 -5.046 1.803
C -6.253 -5.708 1.285
C -6.676 -5.401 0.003
C -5.974 -4.441 -0.706
H -3.659 -3.552 1.379
H -4.791 -5.257 2.800
H -6.774 -6.454 1.873
H -7.532 -5.896 -0.438
H -6.269 -4.172 -1.715
N -3.977 -2.515 -4.799
C -5.137 -3.059 -4.432
C -6.155 -3.376 -5.318
C -5.959 -3.108 -6.663
C -4.761 -2.541 -7.066
C -3.807 -2.267 -6.099
H -5.244 -3.246 -3.369
H -7.076 -3.819 -4.964
H -6.730 -3.339 -7.388
H -4.569 -2.317 -8.107
H -2.852 -1.826 -6.367
N 5.559 1.817 -0.749
C 6.473 2.514 -0.073
C 7.638 3.011 -0.638
C 7.871 2.768 -1.981
C 6.936 2.044 -2.703
C 5.803 1.596 -2.043
H 6.250 2.678 0.976
H 8.343 3.572 -0.040
H 8.769 3.137 -2.460
H 7.081 1.832 -3.754
H 5.042 1.027 -2.569
N 3.790 -1.915 -8.264
C 2.815 -1.163 -7.750
C 2.054 -0.273 -8.492
C 2.322 -0.153 -9.845
C 3.332 -0.923 -10.400
C 4.031 -1.785 -9.570
H 2.642 -1.287 -6.688
H 1.274 0.309 -8.019
H 1.751 0.532 -10.460
H 3.572 -0.857 -11.453
H 4.827 -2.410 -9.960
```

---

| no. | M (g mol⁻¹) |
| --- | --- |
| 1 | 1087.60 |
| 2 | 234.48 |
| 3 | 149.56 |
| 4 | 223.01 |
| 5 | 103.05 |
| 6 | 344.83 |
| 7 | 98.14 |
| 8 | 149.28 |
| 9 | 118.12 |
| 10 | 103.19 |
| 11 | 891.06 |